(1)
# C2H10N2O2

A cluster of 3 separate species, C2H10N2O2 in total (ωB97M-V with the def2-TZVPD basis set, the OMol25 dataset).

Structure (XYZ):
```
16
Properties=species:S:1:pos:R:3:lowdin_charge:R:1
C -1.751 -0.526 -0.932 -0.18
N -0.615 -0.256 -0.131 -0.06
C -0.425 0.854 0.461 -0.29
N -1.057 2.049 0.121 0.08
H -2.644 -0.898 -0.429 0.08
H -1.548 -1.324 -1.679 0.07
H -2.041 0.219 -1.712 0.07
H 0.365 0.773 1.211 0.11
H -0.864 2.754 0.822 0.08
H -2.057 2.014 -0.042 0.08
O 2.072 -1.246 1.955 -0.07
H 2.802 -0.847 1.492 0.01
H 1.249 -1.242 1.477 -0.01
O 1.944 -0.628 -0.616 -0.07
H 2.878 -0.428 -0.717 0.05
H 1.692 -1.269 -1.283 0.05
```

* molar mass: 94.11 u
* F_max: 0.060 hartree/bohr
* orbital gap: 9.79 eV
* energy relative to the best compared isomer or geometry (same formula, charge and spin): 131.80 kJ/mol
* structure (SMILES): C/N=C\N.O.O


(2)
# C15H31F5MnOP2Te

A structure of composition C15H31F5MnOP2Te (ωB97M-V with the def2-TZVPD basis set, the OMol25 dataset).

Structure (XYZ):
```
56
Properties=species:S:1:pos:R:3:lowdin_charge:R:1
P -1.109 1.041 -1.715 0.88
P 0.024 -1.915 -1.092 0.90
C -0.068 0.156 -3.007 -0.38
C -0.152 -1.368 -2.913 -0.40
H 0.961 0.548 -2.868 0.09
H -0.433 0.500 -3.983 0.07
H -1.102 -1.741 -3.319 0.07
H 0.684 -1.823 -3.464 0.07
C 1.857 -2.213 -1.400 -0.26
H 2.423 -2.288 -0.470 0.03
H 2.339 -1.429 -1.999 0.05
H 1.987 -3.172 -1.913 0.04
C -0.460 -3.679 -1.054 -0.29
H 0.357 -4.307 -1.431 0.03
H -1.379 -3.847 -1.632 0.04
H -0.613 -3.918 0.011 0.04
C -1.527 2.530 -2.708 -0.27
H -2.540 2.866 -2.448 0.04
H -1.515 2.275 -3.783 0.03
H -0.818 3.355 -2.497 0.04
C -2.632 0.103 -1.673 -0.38
H -2.373 -0.983 -1.544 -0.01
H -3.267 0.209 -2.575 0.09
H -3.113 0.501 -0.721 -0.04
Mn -2.801 -1.057 0.301 0.85
C 2.840 -0.477 1.708 -0.10
C 3.997 0.227 1.795 -0.11
C 4.201 1.684 1.617 -0.22
C 2.959 2.578 1.579 -0.18
C 2.290 2.640 0.219 -0.11
C 1.140 2.012 0.017 -0.15
C 1.028 0.523 0.250 -0.31
C 1.417 -0.010 1.656 -0.20
C -4.511 0.399 0.732 -0.22
H 2.953 -1.550 1.645 0.08
H 4.940 -0.315 1.939 0.10
H 4.794 1.834 0.702 0.12
H 4.820 2.003 2.465 0.11
H 2.174 2.344 2.336 0.12
H 3.351 3.582 1.774 0.11
H 2.742 3.286 -0.526 0.10
H 0.183 2.484 -0.270 0.06
H 1.618 0.004 -0.516 0.06
H -0.046 0.257 0.212 -0.02
H 1.209 0.720 2.458 0.10
H 0.756 -0.891 1.870 0.08
H -5.302 -0.101 1.280 -0.04
H -5.017 0.830 -0.145 -0.02
H -4.140 1.246 1.318 -0.02
F -2.177 0.856 2.501 -0.39
Te -2.114 -0.838 3.420 1.92
F -3.061 -0.036 4.904 -0.35
F -0.409 -0.271 4.140 -0.36
F -2.113 -2.506 4.358 -0.37
F -3.806 -1.373 2.643 -0.43
O -1.445 -1.486 1.816 -0.68
```

* molar mass: 566.89 u
* F_max: 0.064 hartree/bohr
* orbital gap (spin up / spin down): 5.67 / 5.67 eV
* energy relative to the best compared isomer or geometry (same formula, charge and spin): 229.15 kJ/mol
* multiplicity: 6


(3)
# C3H6O2S

An isolated molecule of C3H6O2S (ωB97M-V with the def2-TZVPD basis set, the OMol25 dataset).

Structure (XYZ):
```
12
Properties=species:S:1:pos:R:3:lowdin_charge:R:1
O 1.897 -0.602 1.056 0.11
C 1.613 -0.084 0.010 -0.57
O 2.494 0.420 -0.875 0.08
C 0.163 0.110 -0.385 -0.22
C -0.925 -0.268 0.691 -0.53
S -2.403 0.197 -0.246 0.70
H 3.205 0.788 -0.256 0.16
H 0.052 -0.514 -1.342 0.14
H 0.100 1.213 -0.560 0.12
H -1.034 -1.326 0.769 0.05
H -0.735 0.178 1.683 0.09
H -3.366 -0.578 0.294 -0.15
```

* molar mass: 106.15 u
* F_max: 0.045 hartree/bohr
* orbital gap: 9.85 eV
* energy relative to the best compared isomer or geometry (same formula, charge and spin): 68.21 kJ/mol
* structure (SMILES): O=C(O)CCS


(4)
# C3H2NO2S

A structure of composition C3H2NO2S (ωB97M-V with the def2-TZVPD basis set, the OMol25 dataset).

Structure (XYZ):
```
9
Properties=species:S:1:pos:R:3:lowdin_charge:R:1
C -0.507 -0.177 -0.888 -0.55
C 1.420 0.911 -0.138 -0.69
C 1.829 -0.595 0.000 -0.75
N 0.083 0.960 -0.773 0.01
O 2.857 -1.092 0.259 0.00
O 2.363 1.695 -0.305 -0.11
S 0.412 -1.561 -0.419 0.91
H -1.466 -0.361 -1.115 0.00
H 0.872 0.550 1.080 0.17
```

* net charge: -1
* molar mass: 116.12 u
* F_max: 0.099 hartree/bohr
* orbital gap: 6.54 eV
* energy relative to the best compared isomer or geometry (same formula, charge and spin): 229.61 kJ/mol


(5)
# C12H10N4O2

An isolated molecule of C12H10N4O2 (ωB97M-V with the def2-TZVPD basis set, the OMol25 dataset).

Structure (XYZ):
```
28
Properties=species:S:1:pos:R:3:lowdin_charge:R:1
N -1.250 -0.817 5.891 0.25
N 3.034 -0.822 -1.207 0.24
O 1.053 0.207 3.442 0.05
O -0.808 -2.419 0.880 0.06
N -1.144 -0.865 4.708 -0.06
N 2.079 -1.499 -0.878 -0.08
C 0.170 -0.348 2.777 -0.35
C 0.147 -1.697 0.609 -0.37
C -1.014 -0.884 3.410 -0.06
C 1.099 -2.192 -0.384 -0.06
C 0.124 1.400 -3.501 -0.10
C -0.604 0.253 -3.115 -0.06
C 0.665 2.265 -2.560 -0.09
C -0.925 0.098 -1.759 -0.06
C 0.380 2.038 -1.215 -0.04
C -0.448 0.960 -0.801 -0.24
C 0.309 -0.318 1.234 -0.16
C -0.693 0.703 0.660 -0.10
H -1.841 -1.236 2.814 0.12
H 1.020 -3.212 -0.778 0.14
H 0.269 1.580 -4.587 0.11
H -0.929 -0.485 -3.841 0.10
H 1.235 3.165 -2.843 0.11
H -1.546 -0.748 -1.507 0.12
H 0.671 2.760 -0.475 0.11
H 1.306 0.102 1.013 0.15
H -1.725 0.355 0.771 0.13
H -0.635 1.658 1.242 0.14
```

* molar mass: 242.24 u
* F_max: 0.164 hartree/bohr
* orbital gap: 8.84 eV
* energy relative to the best compared isomer or geometry (same formula, charge and spin): 408.52 kJ/mol


(6)
# C4H5NO2

An isolated molecule of C4H5NO2 (ωB97M-V with the def2-TZVPD basis set, the OMol25 dataset).

Structure (XYZ):
```
12
Properties=species:S:1:pos:R:3:lowdin_charge:R:1
O 2.186 0.568 1.914 0.09
C 2.120 0.080 0.818 -0.16
C 0.915 0.199 -0.117 -0.41
O 1.177 0.385 -1.287 0.10
N -0.373 0.261 0.416 0.00
C -1.353 -0.780 0.098 -0.09
C -1.404 0.507 -0.612 -0.11
H 2.981 -0.399 0.315 0.13
H -2.065 -0.990 0.887 0.11
H -1.002 -1.639 -0.470 0.12
H -1.097 0.518 -1.658 0.11
H -2.085 1.290 -0.304 0.11
```

* molar mass: 99.09 u
* F_max: 0.012 hartree/bohr
* orbital gap: 9.85 eV
* energy relative to the best compared isomer or geometry (same formula, charge and spin): 216.69 kJ/mol
* structure (SMILES): O=CC(=O)N1CC1


(7)
# C25H29BrIrN8O

A structure of composition C25H29BrIrN8O (ωB97M-V with the def2-TZVPD basis set, the OMol25 dataset).

Structure (XYZ):
```
65
Properties=species:S:1:pos:R:3:lowdin_charge:R:1
Ir -0.179 -0.297 0.775 1.56
N -4.080 0.257 -1.383 0.17
C -3.170 -0.283 -0.596 -0.11
N -2.190 0.402 -0.056 0.01
C -2.101 1.766 -0.285 -0.26
N -1.195 2.469 0.356 0.13
N -0.582 1.640 1.245 -0.16
C -0.334 2.002 2.459 0.02
C 0.150 0.923 3.309 -0.21
C 0.602 1.082 4.630 0.07
C 1.117 -0.040 5.298 0.01
C 1.149 -1.264 4.693 0.06
C 0.586 -1.504 3.335 -0.22
N 0.128 -0.266 2.710 -0.09
C -3.024 2.397 -1.194 -0.08
C -2.975 3.765 -1.504 0.02
C -3.927 4.306 -2.336 -0.01
C -4.948 3.503 -2.861 0.00
C -5.021 2.158 -2.565 0.02
C -4.051 1.614 -1.729 -0.15
H -4.830 -0.324 -1.737 0.19
H -3.251 -1.344 -0.399 0.12
H -0.552 3.007 2.802 0.16
H 0.581 2.057 5.092 0.14
H 1.493 0.071 6.306 0.14
H 1.518 -2.124 5.231 0.13
H -0.282 -2.178 3.442 0.18
H -2.194 4.376 -1.075 0.13
H -3.900 5.358 -2.580 0.13
H -5.697 3.945 -3.503 0.13
H -5.814 1.542 -2.965 0.13
C 3.250 -3.488 3.599 -0.01
C 2.132 -3.480 2.613 -0.17
C 1.698 -4.624 2.001 0.02
C 0.739 -4.587 0.987 -0.04
C 0.279 -3.337 0.525 -0.72
Br -0.960 -3.359 -0.876 0.92
N 0.668 -2.187 1.020 -0.14
C 1.509 -2.165 2.248 -0.21
H 3.971 -4.264 3.345 0.11
H 2.893 -3.719 4.606 0.10
H 3.769 -2.531 3.639 0.10
H 2.131 -5.577 2.276 0.15
H 0.376 -5.486 0.514 0.12
H 2.315 -1.440 2.072 0.16
C 3.445 0.614 -2.547 -0.01
N 2.251 0.801 -1.709 -0.11
C 2.517 1.374 -0.403 -0.02
C 1.048 0.313 -2.066 -0.41
O 0.173 -0.106 -1.207 -0.23
N 0.691 0.236 -3.348 -0.10
C -0.407 -0.632 -3.765 0.00
C 1.273 1.073 -4.400 -0.01
H 4.215 0.150 -1.934 0.10
H 3.818 1.563 -2.931 0.11
H 3.224 -0.055 -3.372 0.09
H 3.582 1.295 -0.204 0.10
H 2.009 0.829 0.401 0.04
H 2.224 2.424 -0.350 0.11
H -1.101 -0.782 -2.944 0.06
H -0.028 -1.596 -4.103 0.11
H -0.925 -0.155 -4.593 0.10
H 1.798 1.917 -3.962 0.10
H 0.452 1.456 -5.004 0.10
H 1.946 0.509 -5.045 0.11
```

* net charge: +3
* molar mass: 729.68 u
* F_max: 0.012 hartree/bohr
* orbital gap (spin up / spin down): 6.61 / 5.25 eV
* energy relative to the best compared isomer or geometry (same formula, charge and spin): 6.49 kJ/mol
* multiplicity: 5


(8)
# C4H12N2O

A cluster of 2 separate species, C4H12N2O in total (ωB97M-V with the def2-TZVPD basis set, the OMol25 dataset).

Structure (XYZ):
```
19
Properties=species:S:1:pos:R:3:lowdin_charge:R:1
C 0.240 -1.274 1.614 0.03
C 0.252 -0.032 1.139 -0.43
N -0.403 0.992 1.842 0.07
C 0.942 0.372 -0.131 -0.17
C 0.559 -0.429 -1.392 -0.25
N 1.402 -1.656 -1.570 -0.01
H -0.223 -1.456 2.557 0.05
H 0.728 -2.033 1.027 0.04
H -1.339 0.739 2.123 0.09
H -0.468 1.883 1.382 0.06
H 0.737 1.409 -0.387 0.09
H 2.036 0.374 -0.036 0.12
H -0.464 -0.718 -1.347 0.10
H 0.860 0.251 -2.190 0.10
H 0.803 -2.472 -1.572 0.05
H 1.972 -1.739 -0.733 0.04
O -2.410 1.648 -0.544 -0.05
H -2.143 2.571 -0.549 0.03
H -3.079 1.571 -1.233 0.04
```

* molar mass: 104.15 u
* F_max: 0.045 hartree/bohr
* orbital gap: 8.57 eV
* energy relative to the best compared isomer or geometry (same formula, charge and spin): 175.87 kJ/mol
* structure (SMILES): C=C(N)CCN.O


(9)
# C4H6IN2

The ion C4H6IN2 with charge +1 (ωB97M-V with the def2-TZVPD basis set, the OMol25 dataset).

Structure (XYZ):
```
13
Properties=species:S:1:pos:R:3:lowdin_charge:R:1
C 0.680 -1.794 0.145 -0.25
C 1.461 -2.245 1.144 -0.51
C -0.116 -0.653 -0.073 -0.27
C 1.344 1.329 0.692 0.12
N 0.296 0.583 0.502 0.05
N -1.415 -0.710 -0.623 0.15
I 2.927 -3.692 1.035 0.93
H 0.284 -2.540 -0.493 0.10
H 1.322 2.335 1.137 0.11
H 2.436 0.862 0.387 0.17
H -0.589 1.021 0.692 0.16
H -1.903 -1.568 -0.866 0.12
H -1.627 0.004 -1.321 0.12
```

* net charge: +1
* molar mass: 209.01 u
* F_max: 0.094 hartree/bohr
* orbital gap (spin up / spin down): 7.01 / 6.46 eV
* energy relative to the best compared isomer or geometry (same formula, charge and spin): 488.43 kJ/mol


(10)
# C27H26BiN6O2

A structure of composition C27H26BiN6O2 (ωB97M-V with the def2-TZVPD basis set, the OMol25 dataset).

Structure (XYZ):
```
62
Properties=species:S:1:pos:R:3:lowdin_charge:R:1
Bi -0.167 -0.239 -0.779 1.98
C -2.637 -1.971 0.792 -0.06
C -1.870 -1.863 2.086 -0.21
C -2.101 -2.800 3.085 -0.04
C -1.433 -2.732 4.294 -0.06
C -0.506 -1.730 4.511 -0.03
C -0.242 -0.773 3.539 -0.20
C 0.784 0.289 3.824 -0.03
C -0.950 -0.836 2.328 -0.21
N -0.692 0.168 1.336 -0.12
C -0.996 1.466 1.634 -0.53
O -1.696 1.862 2.544 0.10
C -0.307 2.438 0.708 -0.19
C -0.027 3.745 1.057 0.05
C 0.882 4.455 0.277 0.02
C 1.555 3.812 -0.754 0.05
C 1.222 2.502 -1.045 -0.15
N 0.247 1.898 -0.373 -0.03
C 2.109 1.586 -1.863 -0.49
O 2.957 2.042 -2.597 0.12
N 1.864 0.276 -1.570 -0.14
C 2.828 -0.713 -1.939 -0.22
C 4.097 -0.682 -1.343 -0.20
C 4.495 0.372 -0.347 -0.03
C 5.016 -1.666 -1.686 -0.03
C 4.692 -2.669 -2.582 -0.06
C 3.432 -2.694 -3.153 -0.04
C 2.488 -1.722 -2.846 -0.22
C 1.142 -1.778 -3.527 -0.08
H -3.518 -2.593 0.932 0.09
H -2.036 -2.440 0.005 0.06
H -2.972 -0.993 0.442 0.04
H -2.826 -3.587 2.916 0.12
H -1.636 -3.462 5.067 0.11
H 0.029 -1.681 5.452 0.12
H 1.543 -0.093 4.504 0.09
H 0.309 1.151 4.298 0.09
H 1.279 0.638 2.917 0.07
H -0.486 4.156 1.945 0.14
H 1.119 5.481 0.527 0.13
H 2.358 4.278 -1.309 0.14
H 3.656 0.689 0.275 0.07
H 4.880 1.254 -0.862 0.09
H 5.280 -0.008 0.304 0.08
H 6.000 -1.643 -1.236 0.12
H 5.419 -3.429 -2.835 0.11
H 3.175 -3.475 -3.860 0.12
H 1.228 -2.309 -4.473 0.09
H 0.750 -0.780 -3.741 0.06
H 0.409 -2.328 -2.926 0.05
N -5.507 1.685 0.229 0.17
C -4.671 1.118 -0.656 -0.35
C -3.280 1.371 -0.640 -0.07
N -2.467 0.747 -1.476 -0.08
C -2.999 -0.070 -2.398 -0.17
C -4.369 -0.275 -2.434 -0.09
N -5.191 0.283 -1.561 0.15
H -5.176 2.240 0.997 0.12
H -6.481 1.442 0.176 0.12
H -2.868 2.068 0.073 0.11
H -2.320 -0.555 -3.088 0.10
H -4.817 -0.923 -3.177 0.12
```

* net charge: +1
* molar mass: 675.53 u
* F_max: 0.008 hartree/bohr
* orbital gap: 6.86 eV
* energy relative to the best compared isomer or geometry (same formula, charge and spin): 77.28 kJ/mol


(11)
# C2H30O13

A cluster of 13 separate species, C2H30O13 in total (ωB97M-V with the def2-TZVPD basis set, the OMol25 dataset).

Structure (XYZ):
```
45
Properties=species:S:1:pos:R:3:lowdin_charge:R:1
O 1.619 0.161 3.928 -0.06
H 0.681 -0.066 3.741 0.02
H 1.984 -0.616 4.365 0.06
O -0.956 2.935 1.141 -0.06
H -0.661 3.271 1.994 0.04
H -0.553 2.054 1.072 -0.02
O 1.906 2.103 1.939 -0.05
H 2.474 2.720 2.411 0.06
H 1.808 1.342 2.543 0.01
O -1.720 -2.087 -0.142 -0.04
H -1.416 -2.790 0.447 0.07
H -2.387 -2.506 -0.704 0.07
O 1.184 -1.745 1.528 -0.07
H 1.958 -1.897 2.085 0.07
H 0.448 -1.615 2.168 0.02
O 1.157 0.138 -2.544 -0.06
H 0.512 0.344 -1.858 -0.02
H 1.997 0.074 -2.069 0.01
O 3.253 0.639 -0.367 -0.06
H 3.926 0.990 -0.964 0.08
H 2.696 1.411 -0.146 0.02
O -0.148 0.298 0.164 -0.06
H 0.661 -0.042 0.588 0.04
H -0.692 -0.492 0.020 0.01
O -0.980 -0.932 3.135 -0.07
H -1.198 -1.581 3.818 0.08
H -1.855 -0.584 2.818 0.05
O -3.092 -0.159 1.561 -0.05
H -2.432 0.413 1.136 0.04
H -3.142 -0.935 0.989 0.03
O 1.219 3.063 -0.973 -0.06
H 1.220 3.406 -0.070 0.02
H 0.620 2.307 -0.937 0.00
O 3.171 -2.105 -0.374 -0.08
H 2.418 -2.229 0.213 -0.02
H 3.381 -1.152 -0.280 -0.01
C -2.392 0.273 -4.116 -0.08
C -2.170 -0.723 -2.996 -0.33
O -1.776 -2.011 -3.456 -0.08
H -1.469 0.507 -4.645 0.08
H -2.845 1.212 -3.794 0.08
H -3.106 -0.149 -4.828 0.07
H -3.041 -0.945 -2.379 0.11
H -1.379 -0.333 -2.349 0.08
H -0.881 -1.967 -3.811 0.09
```

* molar mass: 262.25 u
* F_max: 0.019 hartree/bohr
* orbital gap: 9.78 eV
* energy relative to the best compared isomer or geometry (same formula, charge and spin): 0.00 kJ/mol